# C39H56N7O2PtSSe

C39H56N7O2PtSSe as an isolated structure (the ωB97M-V functional and the def2-TZVPD basis, the OMol25 dataset).

Results
- HOMO (spin up / spin down): -9.0 / -9.3 eV
- E_tot: -4972.321142 Eh
- LUMO (spin up / spin down): -2.549 / -2.576 eV
- Total charge: +1

```
107
C39H56N7O2PtSSe the ωB97M-V functional and the def2-TZVPD basis
Pt 0.22736 -1.02106 0.50475
C -5.31626 -3.68481 1.27848
C -4.55862 -2.62450 0.47309
C -3.57015 -3.22106 -0.52779
C -4.16546 -3.90078 -1.59267
C -3.41688 -4.47813 -2.59816
C -2.03752 -4.38056 -2.54361
C -1.39008 -3.71970 -1.50968
C 0.11878 -3.75826 -1.50411
C 0.64086 -4.99549 -0.76536
C -2.15039 -3.13615 -0.48474
N -1.47150 -2.43132 0.56730
C -1.80834 -2.65612 1.79991
C -1.40201 -1.78975 2.84654
C -1.67643 -1.79038 4.22146
C -1.05198 -0.64633 4.72961
C -0.42378 -0.02096 3.63241
N -0.64329 -0.70498 2.50542
H -6.01169 -3.22003 1.98079
H -4.62437 -4.31016 1.84834
H -5.88723 -4.34562 0.62615
H -4.08372 -1.95032 1.17363
H -5.28799 -2.02864 -0.08610
H -5.24989 -3.95813 -1.63332
H -3.90163 -5.00172 -3.41277
H -1.43338 -4.83538 -3.32178
H 0.52947 -2.86298 -1.05243
H 0.46779 -3.77388 -2.53786
H 0.33868 -4.98049 0.28574
H 1.73114 -5.04778 -0.80224
H 0.23676 -5.90496 -1.21585
H -2.45752 -3.49364 2.04459
H -2.26065 -2.52282 4.76361
H -1.06631 -0.29076 5.75113
H 0.16500 0.88987 3.62285
C 4.70366 1.62875 -4.89333
C 4.73472 1.61472 -3.36522
C 4.13216 0.35443 -2.74375
C 2.61719 0.23256 -2.88600
N 1.88653 1.37533 -2.31579
C 1.70503 1.61781 -1.00738
Se 2.23722 0.47439 0.38837
N 1.02405 2.76537 -0.88254
C 0.59879 3.40975 0.36410
C 1.39110 4.68471 0.64485
C 2.86958 4.45826 0.95216
C 3.11180 3.76960 2.29586
C 0.74017 3.27486 -2.14569
C 0.01877 4.39372 -2.54581
C -0.11882 4.59277 -3.90440
C 0.43323 3.69645 -4.83412
C 1.13504 2.57804 -4.42999
C 1.28043 2.38771 -3.05953
H 5.24708 2.48760 -5.28974
H 3.68660 1.68603 -5.28409
H 5.16752 0.72529 -5.29969
H 4.22193 2.49981 -2.97222
H 5.77053 1.69451 -3.03074
H 4.37885 0.30804 -1.68327
H 4.57218 -0.53115 -3.21305
H 2.25406 -0.66915 -2.39928
H 2.33458 0.18131 -3.93560
H 0.71126 2.67778 1.15914
H -0.46448 3.62868 0.25309
H 0.91956 5.18604 1.49534
H 1.28981 5.35625 -0.21079
H 3.36882 5.42865 0.95390
H 3.32977 3.88115 0.14219
H 2.58986 4.29780 3.10036
H 4.17569 3.75956 2.54317
H 2.76427 2.73381 2.28552
H -0.43294 5.06641 -1.82779
H -0.67757 5.44899 -4.26116
H 0.29631 3.87959 -5.89251
H 1.53615 1.88184 -5.15358
S 1.65197 -2.95575 1.28969
C 2.42922 -2.19101 2.62802
N 3.61354 -1.59988 2.47617
C 4.31672 -0.89053 3.54654
C 3.28696 -0.32812 4.50883
C 2.37777 -1.44517 4.98348
N 1.85672 -2.17342 3.82339
H 4.01078 -1.65879 1.55373
H 4.90660 -0.09393 3.09769
H 4.99779 -1.57024 4.06156
H 2.69226 0.42693 3.98693
H 3.77768 0.14718 5.35683
H 1.52714 -1.04773 5.53299
H 2.91276 -2.13032 5.64258
H 0.92378 -2.56005 3.86653
O -2.12512 2.00425 -1.91216
C -1.84130 1.02554 -1.17169
O -0.71909 0.51654 -0.99096
C -3.03298 0.45777 -0.41250
N -4.24120 0.93180 -1.18410
C -5.29977 1.41793 -0.23432
C -4.75287 1.07364 1.15091
C -3.23390 1.08571 0.96572
H -2.97838 -0.62064 -0.37701
H -4.57947 0.23723 -1.84141
H -3.72879 1.69124 -1.73056
H -6.24544 0.93537 -0.46288
H -5.41411 2.48921 -0.37807
H -5.08333 0.07741 1.44982
H -5.09512 1.78200 1.90346
H -2.70067 0.53264 1.73472
H -2.85937 2.11290 0.95771
```